--- a ---
The following is a DFT calculation (ωB97M-V with the def2-TZVPD basis set) of 2 unconnected molecules or ions with the total composition C2H4INS.

```
9
Properties=species:S:1:pos:R:3:lowdin_charge:R:1
C -0.46 -1.22 -0.51 -0.109
N -1.49 -0.51 -1.20 -0.023
C -2.37 0.31 -1.18 -0.821
S -3.67 1.14 -1.37 0.681
H 0.49 -1.10 -1.16 0.113
H -0.14 -0.75 0.48 0.092
H -0.83 -2.19 -0.20 0.069
I 0.39 4.55 1.44 0.341
H 1.68 5.17 0.68 -0.343
```

E_LUMO: 0.45 eV
SMILES string: CN=C=S.I
highest occupied orbital energy: -9.14 eV
gap between HOMO and LUMO: 9.590 eV

--- b ---
The following is a DFT calculation (ωB97M-V with the def2-TZVPD basis set) of 2 unconnected molecules or ions with the total composition C2H4INS.

```
9
Properties=species:S:1:pos:R:3:lowdin_charge:R:1
C -0.06 0.63 -0.99 -0.876
C 0.66 -0.44 1.04 -0.056
N -0.34 -0.10 0.03 -0.105
S 1.06 1.46 -1.72 0.776
I -2.78 0.55 -2.37 -0.110
H 0.17 -0.99 1.84 0.092
H 1.44 -1.07 0.60 0.095
H 1.12 0.46 1.44 0.092
H -1.26 -0.50 0.13 0.094
```

E_LUMO (spin up / spin down): -1.54 / -1.93 eV
highest occupied orbital energy (spin up / spin down): -8.51 / -8.15 eV
gap between HOMO and LUMO (spin up / spin down): 6.974 / 6.220 eV

Most stable to least stable, the ends of the list are a and b.